99
Properties=species:S:1:pos:R:3:mulliken_charge:R:1 method="wB97M-V/def2-TZVPD" charge=0 fmax_ev_per_a=1.929 smiles="CCCCCCCc1c(Br)ccc2c1C(=O)C=CC2=O.CNC(C)=O.CNC(C)=O.CNC(C)=O.CNC(C)=O.CNC(C)=O" homo_ev=-8.96
C 3.449 3.891 4.671 -0.9068
C 3.200 3.280 6.076 -0.5418
C 1.837 3.772 6.665 -0.8212
C 0.773 2.681 6.352 0.4834
C -0.613 3.276 5.917 -1.4362
C -0.918 2.856 4.465 0.6311
C -1.243 1.342 4.299 -1.6107
C -1.014 1.033 2.831 -0.1623
C -2.053 1.106 1.916 -0.0320
Br -3.838 1.545 2.475 -0.1993
C -1.875 0.853 0.580 -0.8973
C -0.636 0.537 0.066 -1.4425
C 0.406 0.451 0.955 0.4945
C 0.228 0.677 2.322 1.5163
C 1.455 0.509 3.182 0.2055
O 1.465 0.068 4.316 -0.6100
C 2.769 0.884 2.535 -0.5330
C 2.937 0.673 1.239 -1.0763
C 1.794 0.108 0.436 0.1081
O 1.944 -0.590 -0.546 -0.5656
H 4.390 3.521 4.246 0.3628
H 3.441 4.986 4.706 0.4649
H 2.634 3.545 4.015 -0.0814
H 3.220 2.192 5.940 0.2661
H 4.042 3.605 6.703 0.4324
H 1.601 4.692 6.120 0.3173
H 1.994 3.910 7.738 0.3776
H 1.154 2.148 5.477 -0.6192
H 0.633 1.984 7.184 0.4709
H -0.559 4.368 5.973 0.4294
H -1.377 2.892 6.604 0.2915
H -0.067 3.108 3.827 -0.1972
H -1.801 3.418 4.134 0.4836
H -0.584 0.763 4.948 0.4627
H -2.280 1.151 4.587 0.6350
H -2.725 0.899 -0.097 0.5046
H -0.498 0.365 -1.003 1.3634
H 3.568 1.287 3.155 0.9983
H 3.867 0.911 0.723 0.5067
C -0.348 -2.823 -5.108 -0.8495
N -0.528 -1.928 -3.981 -0.0369
C -0.481 -0.577 -3.973 0.7100
C -0.206 0.120 -5.280 -1.4775
O -0.661 0.041 -2.927 -0.6320
H -1.254 -3.416 -5.227 0.2250
H 0.491 -3.491 -4.900 0.3228
H -0.156 -2.279 -6.026 0.3273
H -0.716 -2.329 -3.075 0.2035
H -0.200 1.193 -5.114 0.3159
H 0.767 -0.178 -5.670 0.4025
H -0.987 -0.120 -6.004 0.3602
C 7.829 -0.678 5.971 -0.8136
N 7.843 0.017 4.698 -0.1646
C 6.945 -0.072 3.680 0.7791
C 5.772 -1.003 3.862 -1.2078
O 7.098 0.585 2.662 -0.6642
H 7.801 0.055 6.779 0.2735
H 8.741 -1.269 6.066 0.2788
H 6.970 -1.335 6.058 0.3215
H 8.599 0.656 4.510 0.2307
H 5.149 -0.966 2.973 0.1405
H 6.117 -2.028 4.001 0.4868
H 5.174 -0.690 4.720 0.3698
C 1.091 4.495 -0.739 -0.9258
N 0.282 4.433 0.464 -0.0280
C 0.407 5.164 1.603 0.9524
C 1.518 6.184 1.666 -1.5163
O -0.365 4.983 2.532 -0.6471
H 0.452 4.744 -1.587 0.3156
H 1.542 3.516 -0.916 0.2392
H 1.877 5.238 -0.655 0.3941
H -0.480 3.771 0.493 0.1148
H 1.487 6.680 2.632 0.3049
H 2.488 5.695 1.557 0.3745
H 1.391 6.934 0.885 0.4379
C -5.147 -2.053 -3.394 -0.9872
N -4.144 -1.800 -4.412 -0.0283
C -4.140 -2.213 -5.706 0.9424
C -5.306 -3.039 -6.180 -1.4149
O -3.208 -1.913 -6.443 -0.6323
H -5.538 -1.100 -3.034 0.3114
H -4.683 -2.580 -2.559 0.2850
H -5.966 -2.650 -3.781 0.3860
H -3.335 -1.252 -4.160 0.1046
H -5.159 -3.289 -7.223 0.1932
H -5.374 -3.962 -5.609 0.4424
H -6.233 -2.471 -6.086 0.3871
C -5.353 -9.005 -8.135 -0.8360
N -5.500 -8.069 -7.036 -0.1937
C -5.431 -6.713 -7.070 0.8207
C -5.169 -6.070 -8.410 -0.8833
O -5.580 -6.069 -6.039 -0.6677
H -6.266 -9.596 -8.225 0.2822
H -4.520 -9.678 -7.922 0.2814
H -5.167 -8.495 -9.073 0.3170
H -5.677 -8.438 -6.114 0.2368
H -5.139 -4.995 -8.291 -0.0261
H -4.208 -6.401 -8.807 0.3411
H -5.966 -6.319 -9.112 0.3469

***

94
Properties=species:S:1:pos:R:3:mulliken_charge:R:1 method="wB97M-V/def2-TZVPD" charge=+1 de_lowest_kcal_mol=91.44 fmax_ev_per_a=3.345 homo_ev=-11.36
C -6.494 -1.960 2.492 -0.7006
C -6.115 -1.205 1.425 -0.0166
C -6.578 -1.587 -0.026 0.4873
O -7.748 -1.734 -0.219 -0.4692
O -5.587 -1.696 -0.999 -0.2199
C -5.384 -3.061 -1.433 -0.8470
C -4.730 -3.986 -0.326 -0.1326
C -3.142 -3.890 -0.309 -0.3904
C -2.642 -3.333 1.085 -0.5320
C -1.051 -3.121 1.121 -0.4688
C -0.820 -1.568 1.123 -1.1828
C 0.719 -1.141 1.186 1.2978
C 1.498 -1.823 -0.001 -1.9480
C 2.626 -0.926 -0.706 0.4899
C 2.334 -0.905 -2.245 -2.2809
N 2.735 0.283 -3.029 0.0275
C 1.913 0.367 -4.285 -0.9515
N 2.939 0.334 0.011 0.0433
C 4.151 1.097 -0.440 -1.0579
C 5.278 0.317 -1.179 0.4073
C 6.343 -0.259 -0.143 -1.2439
Cl 6.203 1.555 -2.181 -0.1440
C 1.748 1.217 0.355 1.1918
C 0.953 1.800 -0.857 -0.7749
C -0.240 0.951 -1.418 -0.9415
O -1.522 1.439 -0.954 -0.4249
C -2.544 0.685 -1.625 0.4057
C -3.960 1.372 -1.528 -1.1328
C 2.211 2.423 1.315 -1.2319
C 2.597 3.761 0.617 0.1745
O 3.658 4.055 0.112 -0.5423
C 1.508 4.904 0.634 0.3139
C 0.834 5.381 -0.571 -0.1727
C -0.164 6.432 -0.403 -0.6984
C -0.447 6.981 0.922 -0.3390
C 0.213 6.506 2.144 -0.7188
C 1.208 5.446 1.966 -0.3084
C 0.750 0.428 1.329 -2.2915
H -6.674 -1.520 3.504 0.2675
H -6.601 -3.069 2.388 0.2293
H -5.483 -0.290 1.564 0.2850
H -6.355 -3.476 -1.819 0.3718
H -4.686 -3.016 -2.312 0.3571
H -5.197 -3.809 0.674 -0.0403
H -4.995 -5.041 -0.628 0.3850
H -2.700 -4.924 -0.397 0.3283
H -2.845 -3.231 -1.170 0.0835
H -2.985 -3.944 1.957 0.5276
H -3.135 -2.320 1.198 0.0098
H -0.597 -3.619 0.227 0.4652
H -0.721 -3.602 2.085 0.1047
H -1.253 -1.189 2.098 0.4247
H -1.378 -1.036 0.313 -0.1724
H 1.095 -1.609 2.159 0.6571
H 0.729 -2.175 -0.746 0.4690
H 1.935 -2.781 0.405 0.2863
H 3.529 -1.594 -0.569 1.0187
H 1.252 -1.089 -2.497 0.7421
H 2.868 -1.796 -2.705 0.1954
H 3.691 0.238 -3.379 0.3453
H 2.620 0.674 -5.110 0.4213
H 1.135 1.165 -4.239 0.2362
H 1.517 -0.638 -4.602 0.3082
H 3.210 0.013 0.961 0.9064
H 4.657 1.672 0.387 0.4956
H 3.777 1.896 -1.139 0.4916
H 4.977 -0.474 -1.899 0.2971
H 7.058 0.590 0.047 0.4305
H 6.958 -1.080 -0.588 0.3732
H 5.876 -0.531 0.841 0.2730
H 0.433 2.736 -0.486 0.5690
H 1.652 2.181 -1.655 0.4882
H -0.215 -0.143 -1.190 0.1064
H -0.255 1.072 -2.534 0.5536
H -2.322 0.548 -2.727 0.1980
H -2.668 -0.357 -1.214 -0.1628
H -3.858 2.429 -1.874 0.3803
H -4.441 1.257 -0.528 0.1301
H -4.628 0.829 -2.258 0.3483
H 3.112 2.059 1.897 0.3167
H 1.415 2.668 2.070 0.8044
H 1.109 4.905 -1.535 0.4318
H -0.688 6.782 -1.321 0.3569
H -1.202 7.796 0.992 0.3509
H -0.037 6.929 3.138 0.3832
H 1.732 5.082 2.879 0.3567
H -0.302 0.824 1.237 0.5462
H 1.022 0.640 2.406 0.5892
C 2.880 -3.889 3.634 -0.5988
O 1.537 -3.448 3.804 -0.4335
H 2.911 -4.600 2.810 0.2299
H 3.526 -3.037 3.401 0.2281
H 3.229 -4.378 4.546 0.3139
H 1.533 -2.822 4.537 0.2635

***

115
Properties=species:S:1:pos:R:3:mulliken_charge:R:1 method="wB97M-V/def2-TZVPD" charge=0 fmax_ev_per_a=8.884 smiles="CCOC(=O)C(F)(F)F.CCOC(=O)C(F)(F)F.CCOC(=O)C(F)(F)F.CCOC(=O)C(F)(F)F.C[C@H]1COC(=O)O1.COCCOCCOC.COCCOCCOC" homo_ev=-9.62
C -5.240 5.135 -4.281 -1.1273
C -6.520 5.692 -4.921 -0.1831
O -7.567 5.590 -3.997 -0.1830
C -8.751 6.232 -4.023 0.3384
O -9.367 6.602 -5.047 -0.5378
C -9.446 6.221 -2.601 0.8266
F -10.743 5.703 -2.708 -0.2408
F -8.731 5.468 -1.745 -0.2293
F -9.450 7.457 -2.152 -0.2290
H -5.275 4.046 -4.257 0.2996
H -4.920 5.518 -3.312 0.3206
H -4.442 5.287 -5.008 0.3774
H -6.900 5.065 -5.728 0.2787
H -6.342 6.734 -5.189 0.2893
C -3.416 -2.296 8.498 -1.0687
C -2.243 -2.860 7.782 -0.2220
O -2.206 -2.565 6.336 -0.2762
C -1.391 -3.301 5.479 0.4280
O -0.824 -4.294 5.862 -0.5063
C -1.346 -2.836 3.929 0.7886
F -0.081 -2.853 3.431 -0.2363
F -2.084 -3.726 3.209 -0.2563
F -1.852 -1.707 3.635 -0.2222
H -3.275 -2.742 9.483 0.3614
H -4.396 -2.557 8.101 0.2955
H -3.278 -1.233 8.697 0.3106
H -2.260 -3.948 7.732 0.3058
H -1.218 -2.539 7.966 0.2974
C 2.616 7.420 -0.641 -1.0942
C 2.913 6.252 0.399 -0.1661
O 1.940 6.195 1.438 -0.2836
C 0.580 6.122 1.340 0.4440
O 0.056 6.100 0.210 -0.5321
C -0.311 5.876 2.617 0.7734
F 0.450 5.799 3.721 -0.2372
F -1.019 6.970 2.816 -0.2347
F -1.110 4.795 2.463 -0.2168
H 1.816 7.357 -1.379 0.3088
H 3.437 7.505 -1.352 0.3811
H 2.484 8.374 -0.130 0.3149
H 3.872 6.328 0.912 0.2928
H 2.936 5.385 -0.262 0.2498
C 7.970 3.346 -6.550 -1.0887
C 8.342 1.835 -6.613 -0.1996
O 8.588 1.379 -5.249 -0.2842
C 9.894 1.274 -4.745 0.3043
O 10.881 1.425 -5.555 -0.5565
C 10.109 1.007 -3.303 0.9432
F 11.162 0.239 -3.240 -0.2324
F 10.347 2.223 -2.814 -0.2335
F 9.115 0.365 -2.755 -0.2284
H 7.196 3.599 -5.825 0.3121
H 7.470 3.670 -7.463 0.3789
H 8.817 4.012 -6.390 0.2913
H 9.081 1.657 -7.395 0.2900
H 7.549 1.154 -6.921 0.3040
C -0.724 -1.405 -4.001 -1.2649
C -0.117 -0.188 -3.237 0.2935
C 1.361 -0.221 -2.715 -0.3977
O 2.034 0.796 -3.385 -0.3303
C 1.337 1.292 -4.383 0.7335
O 1.729 2.193 -5.144 -0.5976
O 0.165 0.627 -4.302 -0.3598
H -1.765 -1.163 -4.215 0.3370
H -0.581 -2.220 -3.291 0.3804
H -0.125 -1.697 -4.864 0.3175
H -0.834 0.330 -2.599 0.2962
H 1.776 -1.195 -2.975 0.2931
H 1.347 0.023 -1.653 0.2988
C -7.734 -2.926 -4.811 -0.7188
O -7.754 -4.242 -4.196 -0.3654
C -7.933 -5.326 -5.137 -0.4291
C -6.743 -5.630 -5.962 -0.4942
O -5.692 -6.181 -5.129 -0.3087
C -5.901 -7.491 -4.703 -0.1850
C -4.583 -8.091 -4.524 -0.8301
O -3.750 -7.785 -3.404 -0.3488
C -3.884 -8.760 -2.365 -0.7156
H -6.763 -2.689 -5.246 0.2438
H -8.073 -2.115 -4.167 0.2885
H -8.492 -2.922 -5.594 0.3265
H -8.935 -5.131 -5.519 0.4644
H -8.155 -6.157 -4.467 0.2246
H -6.385 -4.687 -6.375 0.2835
H -6.910 -6.340 -6.772 0.3478
H -6.415 -7.995 -5.521 0.3452
H -6.528 -7.389 -3.817 0.2523
H -3.986 -8.012 -5.433 0.2652
H -4.795 -9.141 -4.322 0.4908
H -4.930 -8.842 -2.067 0.3261
H -3.357 -8.363 -1.497 0.2350
H -3.497 -9.734 -2.660 0.3020
C 6.133 0.833 4.970 -0.5592
O 4.724 0.559 4.649 -0.4164
C 3.833 0.828 5.689 -0.5732
C 3.975 -0.057 6.970 -0.4237
O 4.977 0.392 7.920 -0.3081
C 4.924 -0.156 9.230 -0.4261
C 6.262 -0.648 9.903 -0.5858
O 6.838 -1.748 9.237 -0.3461
C 6.249 -3.003 9.728 -0.6979
H 6.771 0.816 4.086 0.2444
H 6.562 0.070 5.619 0.2000
H 6.105 1.798 5.475 0.2869
H 2.879 0.615 5.206 0.3539
H 3.957 1.846 6.059 0.3231
H 4.343 -1.009 6.588 0.3244
H 2.986 -0.100 7.425 0.4652
H 4.327 -1.064 9.148 0.2810
H 4.383 0.582 9.823 0.3244
H 6.230 -0.786 10.984 0.4227
H 7.087 0.041 9.720 0.2773
H 5.213 -3.136 9.417 0.2581
H 6.405 -3.018 10.807 0.3145
H 6.809 -3.831 9.295 0.2615

***

114
Properties=species:S:1:pos:R:3:mulliken_charge:R:1 method="wB97M-V/def2-TZVPD" charge=+1 fmax_ev_per_a=3.226 homo_ev=-11.41
C -1.046 2.734 -3.080 -1.0726
C -0.134 2.954 -1.878 0.2994
O -0.253 3.930 -1.202 -0.6741
N 0.848 1.956 -1.666 0.4034
C 1.949 2.096 -2.641 -1.0123
C 1.367 1.976 -0.300 -1.3087
C 0.445 1.221 0.674 -0.5369
C 0.601 -0.273 0.379 -0.4988
C -0.353 -1.142 1.234 -1.6736
C 0.394 -2.371 1.850 -0.0726
O 1.404 -1.767 2.557 -0.3730
C 2.547 -2.618 2.823 0.3022
C 3.009 -2.352 4.263 0.2384
C 4.530 -2.396 4.365 -1.7602
O 2.429 -3.242 5.196 -0.5375
N 0.787 -3.151 0.656 -0.0480
C 0.236 -4.427 0.827 -0.2651
N 0.675 -5.442 0.197 0.3102
C 0.029 -6.761 0.384 -1.0165
C 1.821 -5.342 -0.745 -0.7037
C 3.171 -5.070 -0.071 0.2530
N 4.187 -5.148 -1.131 -0.6827
N -0.831 -4.458 1.754 -0.1244
C -2.128 -4.304 0.991 -1.1056
C -0.509 -3.348 2.655 0.8137
F 0.108 -3.984 3.667 -0.2745
S -1.940 -2.614 3.577 1.3959
O -2.684 -3.651 4.161 -0.6131
O -1.423 -1.696 4.498 -0.5523
F -2.843 -1.842 2.550 -0.2120
H -0.656 1.908 -3.675 0.3707
H -2.038 2.500 -2.701 0.3053
H -1.037 3.654 -3.655 0.3058
H 2.652 2.882 -2.342 0.3891
H 2.490 1.154 -2.715 0.3461
H 1.530 2.350 -3.614 0.2255
H 1.606 2.984 0.056 0.4284
H 2.319 1.436 -0.317 0.6305
H 0.738 1.421 1.706 0.4227
H -0.572 1.569 0.474 0.2978
H 1.639 -0.597 0.440 0.4084
H 0.309 -0.404 -0.669 0.3463
H -1.151 -1.490 0.568 0.4113
H -0.843 -0.568 2.021 0.6338
H 3.345 -2.342 2.129 0.1846
H 2.297 -3.678 2.751 0.1282
H 2.680 -1.345 4.535 0.2557
H 4.815 -2.257 5.411 0.4430
H 4.931 -3.353 4.018 0.4458
H 4.978 -1.570 3.820 0.4625
H 3.091 -3.855 5.535 0.3478
H 0.317 -2.855 -0.202 0.4910
H 0.075 -7.263 -0.579 0.4047
H -1.028 -6.654 0.600 0.4709
H 0.499 -7.335 1.179 0.3068
H 1.573 -4.633 -1.534 0.2227
H 1.903 -6.312 -1.231 0.3892
H 3.403 -5.765 0.736 0.3588
H 3.212 -4.049 0.306 -0.1213
H 4.642 -4.254 -1.246 0.2557
H 4.878 -5.849 -0.907 0.2714
H -2.334 -3.261 0.751 0.4059
H -1.994 -4.806 0.033 0.4894
H -2.910 -4.780 1.576 0.3046
C -5.093 2.480 -6.343 -0.3993
C -4.933 2.285 -4.854 -0.3955
O -3.551 2.603 -4.646 -0.1860
C -3.162 3.413 -5.665 0.6487
O -2.122 3.990 -5.699 -0.5417
O -4.104 3.473 -6.632 -0.3415
H -6.084 2.829 -6.621 0.3102
H -4.862 1.577 -6.911 0.2579
H -5.545 2.974 -4.269 0.3099
H -5.148 1.266 -4.539 0.3056
C 8.244 -1.032 3.178 -0.3417
C 9.109 -0.913 1.946 -0.3880
O 8.481 -1.826 1.038 -0.3285
C 7.192 -1.966 1.418 0.5468
O 6.353 -2.522 0.780 -0.5035
O 6.972 -1.388 2.625 -0.1877
H 8.177 -0.104 3.740 0.3245
H 8.574 -1.829 3.846 0.2735
H 9.087 0.088 1.511 0.2634
H 10.143 -1.197 2.126 0.3070
C -2.302 4.742 2.040 -0.2265
C -2.316 5.235 0.614 0.4192
O -3.719 5.256 0.312 -0.3371
C -4.394 5.361 1.481 0.6586
O -5.562 5.568 1.571 -0.5060
O -3.563 5.197 2.541 -0.3384
H -1.483 5.157 2.623 0.3277
H -2.270 3.652 2.108 0.2058
H -1.919 6.247 0.518 0.1626
H -1.780 4.579 -0.068 -0.2756
C 1.002 2.792 -8.215 -0.3985
C -0.192 2.222 -7.493 0.0777
O 0.361 1.082 -6.823 -0.3498
C 1.691 1.300 -6.671 0.6928
O 2.409 0.626 -6.003 -0.5486
O 2.089 2.389 -7.373 -0.3388
H 0.964 3.875 -8.307 0.3127
H 1.143 2.357 -9.207 0.2557
H -0.597 2.904 -6.747 -0.0185
H -0.991 1.924 -8.170 0.3568
C -7.362 4.822 4.003 -0.1322
C -7.843 3.397 3.888 -0.2908
O -8.069 3.032 5.251 -0.3344
C -8.284 4.176 5.957 0.5960
O -8.664 4.209 7.080 -0.5125
O -8.004 5.269 5.202 -0.3324
H -7.651 5.435 3.156 0.3210
H -6.281 4.890 4.134 0.1691
H -8.784 3.315 3.340 0.2678
H -7.108 2.740 3.428 0.2461